No. 1
Below is 2 unconnected molecules or ions with the total composition C3H10O3 in a non-equilibrium geometry, with properties calculated with the ωB97M-V functional and the def2-TZVPD basis.

Geometry (Å):
O 1.72659 1.91183 4.61630
O -1.15610 0.39647 -3.34233
O 0.97042 -1.23673 0.67778
C -0.25642 -0.87204 0.12108
C -1.36790 0.27127 -1.91418
C 0.06619 -0.39832 -1.29749
H 2.08481 2.74903 5.01615
H 2.29215 1.17971 4.96000
H -1.65417 -0.36636 -3.65084
H 1.54003 -1.81638 0.14786
H 0.21271 -1.19390 -1.94004
H -1.01402 -1.63041 0.38032
H -1.51652 1.20800 -1.43605
H -0.59634 -0.08076 0.79288
H 0.88963 0.31435 -1.25888
H -2.22104 -0.43575 -1.87254

Atoms 1-2, force components in eV/Å:
1.0 0.4 0.9
-0.5 0.2 0.6

Summary:
**Gap between HOMO and LUMO**: 10.446 eV
**Energy above the lowest of the compared OMol25 structures with the same formula, charge and spin**: 37.52 kcal/mol
**LUMO**: 0.9 eV
**Spin multiplicity**: 1
**E_tot**: -345.95466 hartree
**SMILES**: OCCCO.O

=====

No. 2
Below is a molecular structure, C6H12O, with properties calculated with the ωB97M-V functional and the def2-TZVPD basis.

Geometry (Å):
O 0.64676 1.71308 -0.50987
C 1.79986 -0.39323 -1.11573
C -0.63163 -0.61614 1.64575
C -0.43283 0.06124 0.29921
C -1.22332 -0.64587 -0.80522
C 1.03084 0.39450 -0.08306
C -0.57568 1.59526 0.23305
H 2.74701 0.11052 -1.33457
H -0.65911 -1.48182 -1.23239
H -0.49114 2.08377 1.21631
H 2.02988 -1.39232 -0.72530
H -2.16031 -1.05542 -0.41269
H -1.47686 0.03348 -1.62478
H 1.24259 -0.49689 -2.05054
H 1.64073 0.47202 0.83259
H -0.29715 -1.65972 1.60547
H -1.68962 -0.62125 1.93295
H -1.43234 2.01207 -0.31020
H -0.06769 -0.11330 2.43900

Atoms 1-2, force components in eV/Å:
0.1 0.1 -0.1
0.0 0.0 0.0

Summary:
**Gap between HOMO and LUMO**: 10.496 eV
**Energy above the lowest of the compared OMol25 structures with the same formula, charge and spin**: 24.90 kcal/mol
**LUMO**: 1.0 eV
**Spin multiplicity**: 1
**E_tot**: -311.01960 hartree

=====

No. 3
Below is a gas-phase ion, C4H9N2O (charge +1) in a non-equilibrium geometry, with properties calculated with the ωB97M-V functional and the def2-TZVPD basis.

Geometry (Å):
O -1.24862 2.96956 0.04788
N 0.42145 -0.80934 0.77681
N -1.03427 0.84365 -0.56080
C -0.68455 2.05450 -0.64701
C 1.32421 -1.58426 1.61246
C -0.45320 -0.17304 -1.32597
C 0.33654 -1.12314 -0.40207
H 2.01392 -2.22665 1.01895
H 1.02488 -1.75459 -0.84636
H -1.99285 2.74059 0.56100
H 1.92141 -1.10926 2.39956
H 0.06923 2.60339 -1.30865
H -1.34159 0.50173 0.36594
H 0.69257 -2.24947 2.23817
H -1.25506 -0.79637 -1.78764
H 0.20591 0.11269 -2.14227

Atoms 1-2, force components in eV/Å:
1.3 1.7 -0.3
0.3 0.6 3.3

Summary:
**Gap between HOMO and LUMO**: 10.092 eV
**Net charge**: +1
**Energy above the lowest of the compared OMol25 structures with the same formula, charge and spin**: 63.40 kcal/mol
**LUMO**: -4.2 eV
**Spin multiplicity**: 1
**E_tot**: -342.25623 hartree
**SMILES**: C/N=C/C/[NH+]=C/O

=====

No. 4
Below is a molecular structure, C11H15IN5RhS3SbSi in a non-equilibrium geometry, with properties calculated with the ωB97M-V functional and the def2-TZVPD basis.

Geometry (Å):
I -2.25630 -1.71850 1.60920
Sb 0.97460 -0.50560 -3.03660
Rh -0.15470 -0.79360 0.21530
S 1.79520 0.70060 -1.13130
S 0.06920 -2.27480 -1.58140
S 2.85150 -1.48740 -4.01510
Si -2.82870 0.85840 -1.94910
N 2.94740 -3.16900 2.19490
N -0.47390 1.39520 1.13040
N 1.36360 -1.44650 1.61430
N -1.64540 0.89820 -0.72650
N 3.22060 -5.49420 2.84670
C 3.01800 -4.40170 2.51900
C -1.44560 1.75870 0.26260
C -2.15000 2.97050 0.48120
C -0.81480 3.33610 2.43510
C -2.26640 1.74290 -3.56700
C -3.21590 -0.95720 -2.39780
C -1.83220 3.73620 1.57010
C -0.14840 2.15240 2.16700
C 2.05860 -2.36160 1.85260
C 0.97660 1.66670 3.02380
C -4.55320 1.59540 -1.50890
H -5.32500 1.14950 -2.13030
H -2.36880 4.66080 1.75880
H 1.11840 2.29580 3.90120
H -2.38750 -1.42040 -2.92720
H -3.39120 -1.53980 -1.49880
H -4.80000 1.37860 -0.47420
H -4.10120 -1.04140 -3.02480
H -2.94340 1.49940 -4.38230
H -2.23550 2.82520 -3.46620
H 1.89610 1.65170 2.44170
H -1.26940 1.41820 -3.86080
H -2.92900 3.25650 -0.20670
H -0.54100 3.94230 3.28850
H -4.60360 2.67250 -1.64610
H 0.77900 0.64220 3.32920

Atoms 1-2, force components in eV/Å:
-0.5 -0.2 0.4
1.1 -0.2 1.3

Summary:
**Gap between HOMO and LUMO (spin up / spin down)**: 6.463 / 4.999 eV
**Net charge**: -2
**⟨S²⟩**: 8.788
**Energy above the lowest of the compared OMol25 structures with the same formula, charge and spin**: 16.42 kcal/mol
**LUMO (spin up / spin down)**: 4.5 / 2.6 eV
**Spin multiplicity**: 6
**E_tot**: -2834.62796 hartree

=====

No. 5
Below is a single C7H10O2 molecule in a non-equilibrium geometry, with properties calculated with the ωB97M-V functional and the def2-TZVPD basis.

Geometry (Å):
O 0.16164 0.93207 1.24268
O -1.81420 -0.06039 0.72798
C -0.25906 1.10979 2.59110
C 0.46217 -1.44655 -0.16185
C -1.02506 -0.36717 -1.96770
C -0.65251 0.20940 0.45359
C 0.95613 -2.31250 0.50432
C 0.00131 -0.17628 -0.86882
C 1.21787 0.61925 -1.31289
H -1.06419 0.50692 -2.61682
H 1.95123 0.68081 -0.51546
H 1.35918 -3.15969 0.97931
H -0.03330 2.14043 2.87060
H 0.90754 1.63172 -1.57901
H -0.78684 -1.25012 -2.54912
H -1.33080 0.92232 2.68358
H 1.67513 0.14299 -2.18065
H 0.29919 0.42075 3.22776
H -2.02543 -0.54376 -1.52860

Atoms 1-2, force components in eV/Å:
0.0 -0.4 -0.3
1.6 0.2 -0.1

Summary:
**Gap between HOMO and LUMO**: 10.804 eV
**Energy above the lowest of the compared OMol25 structures with the same formula, charge and spin**: 45.09 kcal/mol
**LUMO**: 0.9 eV
**Spin multiplicity**: 1
**E_tot**: -423.12806 hartree
**SMILES**: C#CC(C)(C)C(=O)OC

=====

No. 6
Below is a single C23H30N2O3 molecule, with properties calculated with the ωB97M-V functional and the def2-TZVPD basis.

Geometry (Å):
O 4.40669 6.25819 2.59519
O 3.02829 2.74916 3.52720
O 1.35434 -0.48164 -1.19935
N 2.38877 3.77540 1.62030
N -1.82226 -1.83074 -1.91168
C -0.95115 -0.00810 -0.53968
C 2.00569 1.12100 0.52894
C -0.25784 -0.26173 -2.92135
C 4.08278 -0.61469 1.15255
C -0.72115 -1.71346 -2.84734
C 5.21913 5.12050 2.78383
C -6.33027 -3.08323 -0.14122
C -3.79220 -3.14917 -1.28190
C -5.60338 -4.25924 -0.16803
C -1.37841 -1.47157 -0.57743
C 2.25109 5.09696 2.18457
C -4.33654 -4.31377 -0.73573
C 3.33991 6.08151 1.70440
C -4.53481 -1.97554 -1.26553
C 2.77938 2.69268 2.33827
C -3.58796 -5.61383 -0.75802
C -2.42917 -3.14980 -1.92766
C 3.93212 0.56007 1.86968
C 2.14807 -0.06610 -0.18090
C 0.18002 0.23706 -1.54371
C 2.90345 1.43418 1.54645
C -5.79428 -1.93548 -0.69756
C 3.20536 -0.92499 0.13552
H -0.62772 0.24588 0.47112
H 1.18496 1.79181 0.32422
H -1.77474 -3.89278 -1.44027
H 0.13334 -2.34897 -2.55522
H -2.54671 -3.45477 -2.97413
H -2.67960 -5.54755 -0.15882
H 0.57523 -0.17864 -3.62017
H -7.31276 -3.06581 0.30721
H 3.71396 5.75103 0.72016
H -3.30094 -5.87678 -1.77530
H 3.30598 -1.83672 -0.43221
H -0.53024 -2.10407 -0.25543
H -6.02763 -5.15731 0.25887
H 4.69315 4.32528 3.31968
H -4.10291 -1.09082 -1.70714
H -1.06629 -2.03150 -3.83458
H -4.20327 -6.41416 -0.35455
H 6.06678 5.45196 3.38008
H 1.26565 5.49158 1.91931
H 2.31198 4.99210 3.27015
H 4.88673 -1.29423 1.39169
H 0.40890 1.31176 -1.60901
H 5.57986 4.73167 1.82287
H -1.79725 0.62538 -0.80785
H -2.20594 -1.62985 0.11764
H -6.35654 -1.01320 -0.69156
H 2.29345 3.68951 0.62097
H 2.90650 7.07852 1.59643
H 4.60014 0.81405 2.67748
H -1.07977 0.36304 -3.27147

Atoms 1-2, force components in eV/Å:
0.0 0.1 0.1
0.1 -0.1 0.2

Summary:
**Gap between HOMO and LUMO**: 9.244 eV
**Energy above the lowest of the compared OMol25 structures with the same formula, charge and spin**: 37.54 kcal/mol
**LUMO**: 0.5 eV
**Spin multiplicity**: 1
**E_tot**: -1229.66002 hartree
**SMILES**: COCCNC(=O)c1cccc(OC2CCN(Cc3ccccc3C)CC2)c1

=====

No. 7
Below is 8 unconnected molecules or ions with the total composition C36H36Cl3N7 in a non-equilibrium geometry, with properties calculated with the ωB97M-V functional and the def2-TZVPD basis.

Geometry (Å):
Cl -0.42192 2.40017 4.28959
Cl -2.17375 0.46780 5.69204
Cl -2.56872 0.76543 2.94367
N -5.00938 4.83244 1.80587
N -0.13775 -5.60483 -0.59450
N 2.72029 4.89652 6.47666
N 1.07779 -1.24259 -0.15194
N -4.34688 3.19385 -2.97627
N 3.75761 -3.55030 0.14689
N 0.83195 -4.49015 -4.86579
C -2.92200 4.57457 3.04921
C 3.24925 -4.81367 0.24792
C 1.21364 -2.21258 -5.43877
C 2.75523 2.55509 5.82271
C 3.16390 2.92824 4.52112
C 1.31402 0.39913 1.56183
C -0.45178 -4.39545 -0.15764
C -1.28806 0.81143 4.18888
C 1.62852 -1.95007 -4.13979
C 3.33841 4.26334 4.22787
C -0.35834 0.72512 -0.18190
C 1.75375 -0.76076 0.90298
C -1.75032 -3.93369 -0.25964
C -4.61527 4.40344 -3.50871
C 0.77825 -3.47096 -5.75725
C -1.95986 3.53617 -3.22779
C 1.29158 -4.31318 -3.64573
C -3.05612 2.73361 -2.89495
C -4.27644 4.95866 2.95290
C 2.57555 3.56282 6.74931
C 1.69025 -3.01942 -3.22253
C -2.39474 -6.01363 -1.24379
C -2.75713 -4.74164 -0.76861
C -2.96343 3.95090 0.77033
C 4.37840 -3.30129 -1.04094
C 3.12648 5.22904 5.24631
C -3.56498 5.22406 -3.91509
C -2.18698 4.79190 -3.75747
C 0.27454 1.13242 0.99326
C 3.39632 -5.79160 -0.70694
C -1.09513 -6.41803 -1.08648
C 0.06195 -0.52654 -0.70064
C -4.30381 4.35048 0.71178
C 4.08941 -5.53216 -1.86352
C 4.61307 -4.24608 -2.02376
C -2.22756 4.06272 1.95115
H 1.27525 -5.13153 -2.94116
H -4.87539 4.32518 -0.20422
H -2.42829 3.53479 -0.07043
H 0.36268 -3.72776 0.08162
H -2.03300 -2.93454 0.03733
H 3.20353 6.28964 5.05763
H 2.20861 3.37299 7.74717
H -3.18702 -6.57286 -1.71915
H -1.17800 3.84989 2.09089
H 2.62422 -5.02537 1.10286
H -5.66282 4.62721 -3.64638
H 3.37935 2.16393 3.78913
H 2.47318 1.53453 6.03556
H 0.37716 -3.74634 -6.72145
H 2.43864 -1.37973 1.46354
H -0.99752 3.06413 -3.09550
H 3.02449 -6.79168 -0.53960
H -0.22034 -0.87962 -1.68148
H 1.74441 0.83473 2.45145
H -0.83473 -7.40228 -1.44683
H 1.84087 -2.81708 -2.17240
H -3.67426 6.24239 -4.25782
H 4.17692 -6.24508 -2.67005
H -4.77998 5.49643 3.74261
H -3.78811 -4.42747 -0.83774
H 1.98527 -0.97917 -3.82918
H 3.65237 4.63603 3.26405
H 1.26381 -1.37214 -6.11519
H 0.01245 2.10086 1.39303
H -1.19087 1.27670 -0.59305
H 5.01119 -3.93332 -2.97775
H -2.37299 4.72436 3.96712
H -1.36500 5.43146 -4.04331
H 4.73067 -2.29320 -1.20243
H -2.90304 1.70245 -2.61269
H -0.54333 0.03113 4.03201

Atoms 1-2, force components in eV/Å:
-0.4 -1.0 0.0
0.6 0.1 0.2

Summary:
**Gap between HOMO and LUMO**: 9.527 eV
**Energy above the lowest of the compared OMol25 structures with the same formula, charge and spin**: 36.34 kcal/mol
**LUMO**: 0.3 eV
**Spin multiplicity**: 1
**E_tot**: -3157.17126 hartree
**SMILES**: ClC(Cl)Cl.c1ccncc1.c1ccncc1.c1ccncc1.c1ccncc1.c1ccncc1.c1ccncc1.c1ccncc1

=====

The highest E_tot belongs to which entry?
C6H12O

=====

Which of these has the highest energy above the lowest of the compared OMol25 structures with the same formula, charge and spin?
C4H9N2O

=====

Which value of energy above the lowest of the compared OMol25 structures with the same formula, charge and spin does entry 6 give?
37.54 kcal/mol